*i*
{"formula": "C4H6FN", "method": "ωB97M-V/def2-TZVPD", "smiles": "C#C[C@@H](N)CF", "molar_mass_da": 87.10, "spin_multiplicity": 1, "homo_energy_ev": -9.38, "elements": ["C", "C", "C", "C", "H", "H", "H", "H", "H", "H", "N", "F"], "positions_angstrom": [[0.2643, -0.5239, 0.1544], [0.9053, 0.6031, -0.6242], [-0.1741, -0.1102, 1.4591], [-0.8958, 0.8521, 2.0751], [-0.4612, -1.9004, -1.3142], [-1.6351, -0.3770, -1.3345], [0.8403, -1.5707, 0.0548], [1.8657, 0.7840, -0.0569], [0.3976, 1.6087, -0.4419], [-1.2340, 1.4744, 2.8307], [-0.9256, -1.0720, -0.6672], [1.0526, 0.2319, -2.1351]], "lowdin_charge": [-0.497, -0.095, -0.050, 0.172, 0.117, 0.163, 0.173, 0.122, 0.129, -0.011, -0.072, -0.150]}

---

*ii*
{"formula": "C4H6FN", "method": "ωB97M-V/def2-TZVPD", "molar_mass_da": 87.10, "spin_multiplicity": 1, "homo_energy_ev": -9.05, "elements": ["C", "C", "C", "C", "N", "F", "H", "H", "H", "H", "H", "H"], "positions_angstrom": [[-2.7517, -0.6041, 0.0685], [-1.6527, -0.1247, 0.1486], [1.0752, -0.5724, 0.8012], [-0.3970, 0.5705, 0.0839], [0.0928, 1.1002, -1.1911], [-0.3744, 1.6683, 0.9458], [-3.6388, -1.1729, 0.0081], [1.9444, -0.0773, 0.2444], [0.9865, -0.2557, 1.7685], [0.7170, -1.5075, 0.4399], [-0.6274, 1.0883, -1.9412], [0.4622, 2.0261, -1.0974]], "lowdin_charge": [0.146, -0.070, 0.073, -0.466, 0.069, -0.028, 0.027, 0.070, -0.007, 0.026, 0.092, 0.069]}

---

Most stable: *ii*